ORCA calculation (ωB97M-V/def2-TZVPD) on a structure of composition C47H40AsO3PPd in a non-equilibrium geometry.

For the energy, the calculation gives -4745.161843 Eh. The gap between HOMO and LUMO (spin up / spin down) is 4.57 / 4.78 eV. As for the HOMO energy (spin up / spin down): -0.463 / -0.463 Ha. The calculation puts the max |F| at 6.91 eV Å⁻¹.

Geometry as ORCA input:
```
! RIJCOSX wB97M-V def2-TZVPD def2/J DEFGRID3
* xyz 2 1
Pd -0.581 -0.304 -1.016
O -1.529 -0.329 -3.124
C -0.573 -1.049 -3.102
C 0.384 -1.897 -3.525
C 0.331 -2.401 -4.869
C 1.236 -3.341 -5.265
C 2.220 -3.833 -4.396
C 2.300 -3.358 -3.099
C 1.418 -2.388 -2.653
P 1.399 -1.742 -0.967
C 1.853 -3.153 0.077
C 3.196 -3.520 0.163
C 3.528 -4.742 0.718
C 2.537 -5.582 1.202
C 1.207 -5.192 1.163
C 0.861 -3.978 0.600
C 2.720 -0.517 -0.808
C 3.174 -0.232 0.481
C 4.109 0.765 0.669
C 4.591 1.479 -0.421
C 4.135 1.200 -1.703
C 3.186 0.212 -1.903
H -0.429 -2.024 -5.532
H 1.188 -3.723 -6.271
H 2.918 -4.576 -4.745
H 3.048 -3.735 -2.418
H 3.971 -2.866 -0.215
H 4.564 -5.049 0.752
H 2.802 -6.544 1.609
H 0.440 -5.845 1.549
H -0.182 -3.666 0.553
H 2.790 -0.801 1.318
H 4.477 0.989 1.658
H 5.333 2.246 -0.265
H 4.526 1.747 -2.549
H 2.819 -0.011 -2.897
C -6.674 -2.792 0.607
C -5.773 -3.468 -0.199
C -4.436 -3.100 -0.207
C -4.012 -2.059 0.609
C -4.915 -1.386 1.429
C -6.244 -1.764 1.434
As -2.143 -1.449 0.592
C -1.500 -1.703 2.420
C -0.220 -1.235 2.715
C 0.295 -1.387 3.989
C -0.454 -2.029 4.967
C -1.713 -2.525 4.667
C -2.235 -2.378 3.393
C -2.563 0.483 0.518
C -2.350 1.364 1.573
C -2.651 2.708 1.420
C -3.131 3.185 0.209
C -3.344 2.315 -0.850
C -3.066 0.963 -0.701
H -7.720 -3.056 0.587
H -6.111 -4.275 -0.830
H -3.723 -3.620 -0.840
H -4.569 -0.569 2.058
H -6.944 -1.241 2.069
H 0.354 -0.738 1.933
H 1.277 -1.010 4.229
H -0.056 -2.146 5.963
H -2.284 -3.029 5.431
H -3.208 -2.785 3.144
H -1.952 0.984 2.508
H -2.492 3.385 2.247
H -3.353 4.236 0.089
H -3.720 2.685 -1.792
H -3.326 0.268 -1.505
C 1.831 7.630 0.313
C 1.537 6.194 0.064
C 1.711 5.235 1.056
C 1.334 3.902 0.876
C 1.496 2.969 2.022
C 0.831 3.499 -0.375
C 0.696 4.444 -1.418
C 0.157 4.092 -2.757
C 1.046 5.773 -1.170
C 0.428 2.091 -0.604
O 0.239 1.669 -1.773
O 0.271 1.285 0.361
H 1.939 7.838 1.373
H 1.035 8.254 -0.089
H 2.755 7.915 -0.192
H 2.137 5.525 2.005
H 2.051 3.443 2.827
H 2.012 2.061 1.716
H 0.521 2.663 2.404
H -0.806 3.589 -2.673
H 0.813 3.385 -3.268
H 0.042 4.969 -3.387
H 0.913 6.503 -1.954
*
```

Results of the Löwdin charge analysis, in e, for atoms 1 through 5: 0.693, 0.146, -0.169, -0.193, 0.052

ORCA calculation (ωB97M-V/def2-TZVPD) on a structure of composition C47H40BrF5N4O3P2PbSe.

For the energy, the calculation gives -8610.182992 Eh. The gap between HOMO and LUMO is 5.76 eV. As for the HOMO energy: -0.082 Ha. The calculation puts the max |F| at 0.71 eV Å⁻¹. The energy above the lowest of the compared OMol25 structures with the same formula, charge and spin comes out at 38.4 kJ/mol.

Geometry as ORCA input:
```
! RIJCOSX wB97M-V def2-TZVPD def2/J DEFGRID3
* xyz -2 1
Pb -0.043 1.575 -0.004
C 3.314 0.199 -0.394
P 2.572 -1.267 0.477
C 3.561 -1.365 2.021
C 3.931 -0.225 2.733
C 4.611 -0.336 3.940
C 4.908 -1.583 4.468
C 4.520 -2.725 3.780
C 3.855 -2.615 2.571
C 3.405 -2.620 -0.468
C 4.778 -2.637 -0.714
C 5.357 -3.660 -1.446
C 4.568 -4.695 -1.940
C 3.207 -4.700 -1.685
C 2.627 -3.670 -0.949
C 2.636 0.350 -1.726
C 3.145 0.144 -2.993
C 2.080 0.384 -3.901
C 0.983 0.723 -3.133
C -0.377 1.187 -3.579
P -1.669 0.753 -2.322
C -2.966 2.004 -2.735
C -3.429 2.840 -1.724
C -4.398 3.802 -1.985
C -4.915 3.936 -3.264
C -4.463 3.102 -4.282
C -3.500 2.142 -4.016
C -2.496 -0.708 -3.052
C -1.820 -1.589 -3.894
C -2.459 -2.717 -4.386
C -3.775 -2.992 -4.031
C -4.444 -2.131 -3.174
C -3.807 -0.996 -2.688
N 1.307 0.673 -1.803
H 3.122 1.078 0.230
H 4.394 0.107 -0.518
H 3.675 0.759 2.361
H 4.896 0.558 4.478
H 5.425 -1.663 5.417
H 4.730 -3.705 4.191
H 3.550 -3.511 2.044
H 5.404 -1.844 -0.321
H 6.425 -3.654 -1.632
H 5.020 -5.494 -2.516
H 2.587 -5.508 -2.055
H 1.564 -3.703 -0.734
H 4.158 -0.146 -3.235
H 2.117 0.335 -4.980
H -0.406 2.281 -3.646
H -0.625 0.797 -4.569
H -3.041 2.716 -0.719
H -4.754 4.439 -1.184
H -5.673 4.682 -3.469
H -4.871 3.197 -5.281
H -3.166 1.482 -4.809
H -0.779 -1.410 -4.135
H -1.920 -3.395 -5.038
H -4.268 -3.879 -4.409
H -5.462 -2.344 -2.870
H -4.334 -0.332 -2.012
C -0.704 4.336 0.230
C 0.312 4.302 1.185
C 1.520 3.954 0.536
C 1.254 3.779 -0.833
C -0.141 3.977 -1.034
H -1.745 4.565 0.410
H 0.189 4.418 2.250
H 2.476 3.819 1.019
H 1.975 3.553 -1.605
H -0.638 4.067 -1.990
O 0.064 -1.885 2.552
H 0.147 -1.058 3.058
H -0.877 -1.916 2.310
N -1.057 -3.200 -0.925
N -0.658 -1.812 -1.084
H -1.649 -3.398 -1.729
H -1.683 -3.204 -0.123
H 0.331 -1.806 -1.312
H -0.717 -1.405 -0.153
Br -7.809 1.920 -0.244
C -6.819 0.473 0.497
C -7.498 -0.577 1.091
N -6.864 -1.620 1.619
C -5.531 -1.632 1.557
C -4.772 -0.620 0.982
C -5.440 0.467 0.440
C -3.245 -0.713 0.902
O -2.737 -1.765 1.338
O -2.680 0.293 0.418
H -8.581 -0.576 1.139
H -5.021 -2.487 1.981
H -4.872 1.269 -0.013
F 4.913 2.238 7.829
C 3.944 2.044 6.913
C 3.808 2.900 5.838
F 4.663 3.933 5.707
C 2.814 2.684 4.902
F 2.764 3.551 3.877
C 1.896 1.634 4.983
Se 0.526 1.389 3.713
C 2.070 0.797 6.089
F 1.254 -0.246 6.285
C 3.065 0.984 7.030
F 3.187 0.145 8.076
*
```

Results of the Löwdin charge analysis, in e, for atoms 1 through 5: 1.315, -0.305, 1.090, -0.359, -0.089

ORCA calculation (ωB97M-V/def2-TZVPD) on a structure of composition C47H40F2MnN6O2Si in a non-equilibrium geometry.

For the energy, the calculation gives -3934.089723 Eh. The gap between HOMO and LUMO (spin up / spin down) is 4.87 / 4.13 eV. As for the HOMO energy (spin up / spin down): -0.250 / -0.224 Ha. The calculation puts the max |F| at 3.45 eV Å⁻¹. The expectation value of S² is 0.83. The energy above the lowest of the compared OMol25 structures with the same formula, charge and spin comes out at 203.0 kJ/mol.

Geometry as ORCA input:
```
! RIJCOSX wB97M-V def2-TZVPD def2/J DEFGRID3
* xyz 0 2
Mn 0.087 0.217 -0.278
O -4.158 5.915 1.017
N -4.255 4.990 1.830
O -5.098 5.003 2.733
C -3.411 3.871 1.752
C -3.627 2.867 2.703
C -2.901 1.689 2.698
C -3.130 0.641 3.634
C -2.447 -0.532 3.495
C -1.526 -0.672 2.445
N -1.247 0.303 1.586
C -1.901 1.468 1.700
C -1.630 2.506 0.741
N -0.684 2.254 -0.194
C -0.466 3.185 -1.132
C -1.141 4.390 -1.177
C -2.096 4.672 -0.225
C -2.389 3.713 0.761
H -4.402 3.017 3.437
H -3.851 0.792 4.424
H -2.596 -1.360 4.172
H -1.006 -1.610 2.307
H 0.268 2.960 -1.889
H -0.917 5.095 -1.963
H -2.631 5.606 -0.240
F 1.256 -3.354 -4.107
C 1.351 -3.074 -2.789
C 0.995 -1.815 -2.348
C 1.051 -1.464 -0.992
C 1.616 -2.428 -0.111
C 1.919 -3.703 -0.594
F 2.326 -4.687 0.243
C 1.787 -4.057 -1.922
C 1.888 -2.009 1.265
C 2.764 -2.674 2.130
C 2.945 -2.192 3.410
C 2.268 -1.047 3.803
C 1.457 -0.418 2.873
N 1.270 -0.879 1.644
H 0.713 -1.094 -3.101
H 2.035 -5.048 -2.262
H 3.306 -3.545 1.806
H 3.607 -2.703 4.092
H 2.385 -0.631 4.789
H 0.933 0.492 3.127
C 2.148 3.160 -4.986
C 3.230 3.357 -4.143
C 3.311 2.675 -2.940
C 2.303 1.805 -2.539
C 1.220 1.626 -3.398
C 1.145 2.278 -4.616
Si 2.333 0.942 -0.802
C 4.001 -0.031 -0.922
C 4.186 -1.023 -1.885
C 5.369 -1.738 -1.973
C 6.411 -1.473 -1.101
C 6.260 -0.473 -0.154
C 5.073 0.236 -0.074
C 2.635 2.279 0.566
C 2.407 3.634 0.342
C 2.614 4.571 1.340
C 3.061 4.177 2.590
C 3.299 2.835 2.831
C 3.084 1.904 1.831
H 2.081 3.692 -5.924
H 4.000 4.062 -4.422
H 4.163 2.830 -2.295
H 0.404 0.980 -3.080
H 0.295 2.130 -5.267
H 3.395 -1.239 -2.585
H 5.481 -2.507 -2.724
H 7.335 -2.029 -1.165
H 7.071 -0.246 0.525
H 4.996 1.022 0.660
H 2.074 3.966 -0.630
H 2.426 5.616 1.142
H 3.220 4.908 3.369
H 3.652 2.513 3.802
H 3.283 0.864 2.040
C -2.611 -1.702 -0.563
C -3.987 -2.187 -1.084
N -4.410 -1.384 -2.217
C -4.483 0.009 -1.817
C -3.094 0.503 -1.353
N -2.106 -0.594 -1.398
C -2.040 -1.087 -2.788
C -3.442 -1.516 -3.288
H -1.868 -2.506 -0.585
H -2.708 -1.346 0.463
H -4.750 -2.096 -0.308
H -3.946 -3.232 -1.400
H -5.217 0.090 -1.013
H -4.846 0.586 -2.668
H -3.160 0.871 -0.330
H -2.730 1.314 -1.988
H -1.360 -1.940 -2.811
H -1.633 -0.292 -3.418
H -3.435 -2.558 -3.616
H -3.773 -0.898 -4.126
*
```

Results of the Löwdin charge analysis, in e, for atoms 1 through 5: 0.463, 0.067, -0.322, 0.066, -0.079

ORCA calculation (ωB97M-V/def2-TZVPD) on a structure of composition C47H41BiCl2N10O3S2 in a non-equilibrium geometry.

For the energy, the calculation gives -4520.314299 Eh. The gap between HOMO and LUMO is 6.70 eV. As for the HOMO energy: -0.270 Ha. The calculation puts the max |F| at 3.48 eV Å⁻¹. The energy above the lowest of the compared OMol25 structures with the same formula, charge and spin comes out at 38.2 kJ/mol.

Geometry as ORCA input:
```
! RIJCOSX wB97M-V def2-TZVPD def2/J DEFGRID3
* xyz 0 1
Bi 0.196 -1.472 -0.833
Cl 2.238 -5.772 4.437
C 1.185 -4.828 3.418
C 1.657 -4.527 2.142
C 0.883 -3.753 1.239
N 1.355 -3.243 0.010
C 2.437 -3.758 -0.630
O 3.017 -4.793 -0.325
C 3.013 -2.905 -1.690
C 4.101 -3.367 -2.438
C 4.542 -2.536 -3.404
C 3.904 -1.357 -3.708
C 2.862 -0.915 -2.915
N 2.442 -1.721 -1.924
C -0.403 -3.292 1.655
C -0.835 -3.595 2.936
C -0.070 -4.414 3.775
Cl -0.662 -4.814 5.358
N -1.125 -2.566 0.680
C -2.485 -2.580 0.687
O -3.202 -3.231 1.440
C -3.188 -1.725 -0.364
C -4.554 -1.878 -0.586
C -5.146 -1.233 -1.665
C -4.327 -0.464 -2.450
C -3.005 -0.331 -2.097
N -2.387 -0.967 -1.089
H 2.646 -4.817 1.858
H 4.545 -4.321 -2.222
H 5.398 -2.845 -4.005
H 4.245 -0.745 -4.525
H 2.260 -0.041 -3.131
H -1.785 -3.166 3.217
H -5.050 -2.583 0.009
H -6.225 -1.386 -1.880
H -4.639 0.183 -3.289
H -2.411 0.275 -2.661
S 3.174 -0.785 6.311
C 3.971 -2.230 6.695
C 4.261 -3.027 5.642
C 3.857 -2.369 4.426
C 3.308 -1.164 4.637
C 2.779 -0.295 3.610
C 2.137 -0.834 2.459
N 1.717 -0.105 1.473
C 1.945 1.234 1.429
C 2.503 1.828 2.549
C 2.688 3.247 2.534
C 2.371 4.031 1.488
C 1.833 3.425 0.264
C 1.441 4.160 -0.835
C 0.988 3.480 -1.958
C 1.003 2.043 -1.976
N 1.307 1.337 -0.860
C 1.675 1.997 0.220
C 0.542 4.168 -3.118
C 1.129 5.264 -3.734
C 0.300 5.702 -4.825
C -0.839 4.976 -4.986
S -0.958 3.726 -3.865
C 2.926 1.057 3.662
H 4.144 -2.378 7.714
H 4.740 -3.994 5.681
H 4.102 -2.658 3.403
H 1.996 -1.870 2.360
H 3.133 3.811 3.376
H 2.483 5.117 1.510
H 1.484 5.241 -0.808
H 0.600 1.616 -2.864
H 2.099 5.597 -3.473
H 0.443 6.535 -5.503
H -1.573 5.180 -5.777
H 3.303 1.620 4.528
C -0.772 -4.503 -2.930
C 0.204 -3.443 -3.323
C 0.277 -3.254 -4.828
O -0.177 -2.200 -2.797
H -0.543 -5.489 -3.366
H -1.851 -4.364 -3.181
H -0.753 -4.731 -1.847
H 1.212 -3.779 -2.980
H -0.737 -2.931 -5.213
H 0.524 -4.165 -5.352
H 0.966 -2.411 -4.907
C -2.843 1.788 1.702
N -3.817 2.688 2.373
C -3.169 3.940 2.651
N -2.626 4.566 1.439
C -1.683 3.601 0.793
N -2.328 2.336 0.450
C -3.468 2.602 -0.408
N -4.404 3.499 0.156
C -4.896 2.950 1.403
C -3.733 4.747 0.454
H -3.436 0.858 1.418
H -2.018 1.545 2.401
H -2.366 3.783 3.354
H -3.892 4.615 3.092
H -0.919 3.481 1.509
H -1.258 4.117 -0.067
H -3.994 1.680 -0.647
H -3.084 2.999 -1.333
H -5.422 2.013 1.280
H -5.589 3.672 1.859
H -4.466 5.445 0.896
H -3.376 5.145 -0.474
*
```

Results of the Löwdin charge analysis, in e, for atoms 1 through 5: 1.887, 0.671, -0.688, -0.054, -0.218